104
Properties=species:S:1:pos:R:3:forces:R:3 method="wB97M-V/def2-TZVPD" spin_multiplicity=1 total_energy_ha=-3339.010273 lumo_ev=-3.79 max_force_ev_per_a=8.85 total_charge=+1 gap_ev=6.790
O 0.177 -1.271 7.059 -1.02 -5.07 -2.18
P -0.092 -2.712 6.447 1.60 5.68 2.04
N -0.844 -2.459 4.823 -2.67 0.69 -6.20
C -2.170 -3.031 4.295 -0.60 1.45 -3.71
O -3.050 -3.938 5.092 2.22 4.27 -0.80
C -2.449 -2.457 2.750 2.68 -0.49 4.56
N -1.250 -1.553 2.405 -1.22 -4.37 7.60
C -0.373 -1.607 3.652 0.03 0.61 -1.74
C 1.021 -0.684 3.657 -1.09 -0.36 0.67
C 0.499 0.856 4.033 -0.30 -1.29 1.05
C 1.696 1.808 4.657 0.76 -1.54 -1.74
F 2.769 1.009 5.358 -3.53 2.74 -2.02
F 2.379 2.433 3.476 -1.86 -1.29 3.69
C 0.968 2.887 5.654 -0.94 -1.02 0.90
F 0.709 2.145 6.945 0.80 2.74 -4.47
F -0.355 3.242 5.045 4.04 -1.00 1.96
C 1.792 4.284 5.890 1.10 0.92 3.14
F 1.635 4.615 7.356 0.52 -0.95 -4.76
F 3.264 4.181 5.667 -5.23 0.13 0.38
C 1.145 5.591 5.091 0.90 3.46 -0.33
F 1.042 5.404 3.625 -0.06 0.48 5.24
F -0.115 6.095 5.729 4.49 -2.26 -2.76
F 2.152 6.699 5.292 -3.55 -3.80 -0.80
H 1.171 -3.430 6.299 -1.33 0.20 -0.36
H -1.007 -3.525 7.212 0.36 0.26 -1.08
H -3.468 -3.301 5.770 0.60 -1.43 -1.40
H -3.381 -2.663 2.059 1.94 0.78 1.29
H -1.121 -1.022 1.515 0.50 -0.20 0.90
H 1.558 -0.692 2.606 -1.31 -0.26 2.19
H 1.691 -1.155 4.514 -1.30 1.32 -1.89
H -0.345 0.689 4.859 2.06 0.63 -1.57
H -0.041 1.332 3.110 1.46 -0.69 1.75
C 2.050 0.566 -1.359 -0.06 -0.19 0.06
C 0.993 1.001 -0.383 0.02 0.82 0.01
O 0.214 0.204 0.135 -0.41 -0.52 0.57
N 0.910 2.328 -0.074 -0.12 -1.26 -0.07
C 1.722 3.414 -0.568 -0.15 0.35 0.19
H 1.990 -0.516 -1.503 -0.11 0.24 0.10
H 1.891 1.052 -2.326 0.20 0.02 0.11
H 3.043 0.808 -0.969 -0.01 0.11 -0.27
H 0.174 2.540 0.589 0.17 0.04 -0.20
H 2.204 3.893 0.288 0.15 0.11 -0.24
H 1.062 4.135 -1.057 0.26 0.09 -0.07
H 2.483 3.079 -1.274 -0.17 -0.05 0.18
C -6.273 -1.236 -0.879 0.00 -0.01 0.22
C -4.894 -1.413 -0.305 0.56 0.16 -0.63
O -4.710 -1.684 0.879 0.19 -0.25 0.53
N -3.827 -1.264 -1.141 -0.84 -0.32 1.08
C -3.829 -0.950 -2.550 0.52 0.11 0.09
H -7.017 -1.386 -0.092 0.26 -0.03 -0.19
H -6.387 -0.223 -1.275 -0.01 -0.16 -0.14
H -6.449 -1.975 -1.666 -0.11 0.27 0.03
H -2.935 -1.399 -0.680 -0.20 0.06 -0.23
H -3.325 -1.762 -3.079 -0.13 0.21 -0.26
H -3.264 -0.025 -2.691 -0.24 -0.24 -0.25
H -4.837 -0.825 -2.948 0.26 -0.02 0.19
C -4.778 2.567 -4.592 -0.08 0.05 0.22
C -4.092 1.496 -5.393 0.39 -0.66 -0.40
O -3.686 0.455 -4.881 -0.17 0.52 -0.35
N -3.922 1.703 -6.731 -0.05 -0.21 0.85
C -4.322 2.846 -7.517 0.17 -0.22 -0.35
H -4.839 2.256 -3.545 0.07 -0.04 -0.28
H -4.208 3.498 -4.643 -0.21 0.01 -0.05
H -5.795 2.721 -4.965 0.13 0.17 0.03
H -3.452 0.937 -7.199 -0.12 0.19 0.10
H -5.000 2.498 -8.300 -0.03 0.32 -0.03
H -3.427 3.268 -7.981 -0.22 0.23 -0.07
H -4.818 3.611 -6.919 0.11 -0.21 -0.05
C 5.398 -1.561 -1.392 -0.12 -0.06 -0.21
C 5.741 -0.291 -0.663 0.35 0.34 0.47
O 5.365 0.810 -1.056 0.02 -0.07 -0.08
N 6.494 -0.385 0.470 -0.65 0.21 -0.75
C 7.030 -1.572 1.094 0.23 0.26 0.27
H 4.794 -1.323 -2.273 0.17 0.07 0.23
H 6.311 -2.061 -1.724 -0.13 -0.08 0.10
H 4.816 -2.221 -0.743 0.17 -0.09 -0.08
H 6.682 0.512 0.902 0.01 -0.21 -0.11
H 6.634 -1.628 2.111 0.13 -0.27 -0.01
H 8.117 -1.470 1.138 -0.05 -0.31 0.06
H 6.771 -2.482 0.551 0.02 0.25 0.03
C 10.481 1.741 -3.771 0.26 -0.06 -0.08
C 9.314 1.021 -3.153 -0.42 -0.64 0.32
O 9.368 -0.169 -2.849 0.02 0.44 -0.10
N 8.168 1.726 -2.931 0.61 -0.46 -0.10
C 7.903 3.116 -3.215 -0.37 -0.17 0.19
H 11.319 1.047 -3.885 -0.30 0.07 0.09
H 10.208 2.117 -4.761 0.08 0.14 0.14
H 10.799 2.564 -3.125 -0.04 0.05 -0.21
H 7.430 1.171 -2.514 0.03 0.22 -0.04
H 7.638 3.609 -2.276 0.01 0.26 -0.18
H 7.052 3.166 -3.898 0.08 0.31 -0.01
H 8.760 3.622 -3.662 -0.12 -0.18 0.09
C -7.479 -5.283 -2.477 0.10 0.01 -0.23
C -8.195 -4.418 -1.476 -0.42 0.70 0.28
O -8.458 -3.239 -1.702 0.16 -0.55 0.00
N -8.555 -4.977 -0.286 0.19 0.40 -0.59
C -8.341 -6.330 0.170 -0.23 0.17 0.35
H -7.259 -4.696 -3.373 -0.13 -0.04 0.28
H -6.535 -5.639 -2.057 -0.12 -0.16 -0.07
H -8.112 -6.127 -2.764 0.21 -0.04 0.06
H -9.032 -4.331 0.333 0.09 -0.18 -0.15
H -9.316 -6.772 0.388 0.19 -0.27 0.02
H -7.752 -6.289 1.089 0.02 -0.32 -0.04
H -7.821 -6.942 -0.569 -0.11 0.20 0.09